[1]
A molecular structure, C3H5NO3. Source: the Open Molecules 2025 dataset; level of theory: ωB97M-V/def2-TZVPD.

```
12
Properties=species:S:1:pos:R:3:forces:R:3
C 2.20012 0.46497 0.14637 -1.28 1.24 -1.10
N -2.83144 0.15264 0.04573 0.05 0.16 0.20
C 0.20691 0.30685 -0.39673 5.96 1.32 1.05
C -0.13496 -0.65988 0.31466 -5.29 -1.01 -1.15
O -1.94417 -0.82367 -0.28799 2.13 -0.85 1.00
O 2.94292 -0.57887 -0.27625 -0.52 0.18 0.45
O 2.66619 1.45141 0.63270 -0.86 -1.38 -0.44
H 2.37849 -1.30043 -0.58798 -0.08 0.23 -0.06
H -2.77528 0.37845 1.03678 -0.09 0.10 -0.21
H -2.72359 0.97479 -0.54453 0.20 0.06 0.25
H -0.02566 1.14500 -1.01941 -0.51 -0.14 -0.10
H 0.04046 -1.51126 0.93664 0.27 0.10 0.11
```
Positions in Å, forces in eV/Å.

Properties
Energy above the lowest of the compared OMol25 structures with the same formula, charge and spin, kcal per mole: 179.26
Net charge: 0
Kohn-Sham gap (spin up / spin down), Eh: 0.2976 / 0.2973

Atom charges from the Löwdin analysis, given in e for atoms 1 to 4:
1 C -0.375
2 N -0.072
3 C 0.051
4 C 0.040

=====

[2]
A molecular structure, C27H22N4O8Ti. Source: the Open Molecules 2025 dataset; level of theory: ωB97M-V/def2-TZVPD.

```
62
Properties=species:S:1:pos:R:3:forces:R:3
Ti 0.93281 -0.55801 -0.53330 0.08 0.39 -0.46
C 1.66424 0.11968 -3.85845 0.01 0.00 0.01
O 0.74151 0.25366 -2.77519 -0.03 -0.11 0.19
C -0.50899 0.75112 -3.05898 0.05 -0.06 -0.07
C -1.00981 0.94254 -4.32987 -0.06 0.04 0.12
C -2.29998 1.46159 -4.47151 0.05 -0.02 -0.02
C -3.03745 1.79374 -3.34862 0.04 -0.02 0.09
C -2.51790 1.60605 -2.07065 0.03 0.01 -0.10
C -1.25103 1.05579 -1.91261 0.11 -0.14 0.04
N -0.61675 0.80071 -0.70111 -0.31 0.02 -0.25
N -1.23225 1.38022 0.33496 0.38 -0.08 0.22
C -0.48710 1.55694 1.45477 -0.50 0.12 0.10
C 0.90633 1.41294 1.52607 0.14 -0.03 -0.34
O 1.59628 0.93633 0.49235 0.07 -0.08 0.40
C 1.60829 1.79413 2.68841 0.02 0.02 0.09
C 0.95930 2.26598 3.79203 -0.07 0.00 -0.04
C -0.45805 2.39188 3.78651 0.06 0.03 0.11
C -1.16066 2.86159 4.92166 0.09 -0.02 -0.03
C -2.52033 2.98462 4.91053 -0.10 -0.02 -0.08
C -3.24246 2.63435 3.75047 0.01 0.04 0.11
C -2.58850 2.17511 2.64059 0.10 -0.01 -0.01
C -1.18057 2.04456 2.62666 -0.07 -0.03 -0.08
H 1.77657 1.09204 -4.34584 0.02 -0.06 -0.01
H 2.59680 -0.20654 -3.40819 -0.08 0.03 -0.10
H 1.30483 -0.63271 -4.56317 0.06 0.05 0.01
H -0.41847 0.69782 -5.19915 0.01 0.00 -0.04
H -2.70854 1.61100 -5.46229 -0.01 0.00 -0.01
H -4.03110 2.20863 -3.45760 -0.03 0.02 -0.02
H -3.07572 1.87761 -1.18808 -0.03 0.00 0.03
H 2.68700 1.69204 2.66695 0.01 -0.01 -0.01
H 1.51001 2.54739 4.68058 0.02 0.01 0.03
H -0.59415 3.12187 5.80847 0.02 0.00 0.01
H -3.04251 3.34277 5.78844 -0.02 0.01 0.02
H -4.32149 2.72336 3.74150 -0.02 0.00 0.01
H -3.13517 1.89568 1.75220 0.00 -0.01 -0.04
O -0.52043 -2.18465 2.96492 0.05 0.08 -0.04
C 0.15777 -1.77343 2.04870 -0.07 -0.13 -0.19
O -0.25757 -1.32581 0.89729 0.12 0.19 0.22
C 1.67020 -1.76072 2.11891 -0.07 -0.10 0.35
C 2.45093 -1.91030 3.25480 0.01 -0.04 -0.19
C 3.82321 -1.74723 3.11300 0.04 0.02 0.01
C 4.37164 -1.42738 1.87335 -0.15 -0.11 -0.08
C 3.50844 -1.29648 0.79961 0.30 -0.01 0.18
N 2.21149 -1.49160 0.94996 -0.08 0.26 -0.23
C 3.86975 -0.79847 -0.58213 -0.11 -0.02 -0.16
O 5.02984 -0.68641 -0.92258 0.00 0.03 0.02
O 2.81562 -0.52186 -1.28351 0.04 0.01 0.24
H 1.97551 -2.11600 4.20282 0.00 0.00 0.01
H 4.46903 -1.83473 3.97791 -0.01 -0.01 0.01
H 5.42701 -1.25402 1.72173 0.02 0.00 0.02
N -2.30517 -1.81255 -1.56615 -0.18 0.22 0.01
C -1.88176 -3.11763 -2.03247 0.00 -0.19 0.12
C -0.84761 -3.00083 -3.14962 0.12 -0.15 -0.20
C 0.56556 -2.71372 -2.66896 0.01 0.04 0.54
O 1.55160 -2.99203 -3.31487 -0.11 0.02 -0.15
O 0.60960 -2.17148 -1.46445 -0.07 -0.19 -0.35
H -2.22850 -1.67871 -0.56706 0.03 -0.04 -0.03
H -3.21972 -1.53603 -1.89397 0.06 -0.04 0.07
H -2.72554 -3.72692 -2.38750 0.07 0.10 -0.01
H -1.43801 -3.66411 -1.19595 -0.03 -0.01 -0.07
H -1.13765 -2.18325 -3.81930 0.01 -0.02 0.02
H -0.79023 -3.91010 -3.75302 -0.03 0.01 0.00
```
Positions in Å, forces in eV/Å.

Properties
Energy above the lowest of the compared OMol25 structures with the same formula, charge and spin, kcal per mole: 17.02
Net charge: -1
Kohn-Sham gap (spin up / spin down), Eh: 0.2102 / 0.2559
Spin multiplicity: 2

Atom charges from the Löwdin analysis, given in e for atoms 1 to 4:
1 Ti 1.253
2 C -0.039
3 O -0.162
4 C -0.223

=====

[3]
C4H8N2O in the gas phase. Source: the Open Molecules 2025 dataset; level of theory: ωB97M-V/def2-TZVPD.

```
15
Properties=species:S:1:pos:R:3:forces:R:3
H -3.30807 0.46805 -0.93531 0.12 -0.35 0.19
N -2.79089 0.04468 -0.15892 1.73 -0.51 -0.62
C -1.65131 -0.36222 -0.59475 -2.59 1.18 0.01
O -0.74954 -0.92366 0.23868 0.75 0.72 -0.22
C 0.53796 -0.61074 -0.21018 1.12 -1.24 -0.08
C 1.19182 -1.46422 -1.01040 -0.36 -0.08 0.02
N 1.08275 0.56756 0.24542 -0.04 0.61 -0.02
C 0.59478 1.24992 1.43205 -0.24 -0.14 0.24
H -1.33633 -0.28118 -1.64780 0.16 -0.09 0.40
H 2.19106 -1.24722 -1.36787 -0.08 0.03 0.13
H 0.73666 -2.39673 -1.32183 -0.04 0.21 0.05
H 2.08394 0.64822 0.09557 -0.49 -0.19 -0.03
H 0.56087 0.56770 2.28810 -0.10 0.15 0.05
H 1.26211 2.07927 1.68350 -0.07 -0.18 -0.20
H -0.40581 1.66058 1.26375 0.14 -0.12 0.07
```
Positions in Å, forces in eV/Å.

Properties
Energy above the lowest of the compared OMol25 structures with the same formula, charge and spin, kcal per mole: 56.89
Net charge: 0
Kohn-Sham gap, Eh: 0.3389
SMILES: [H]/N=C/OC(=C)NC

Atom charges from the Löwdin analysis, given in e for atoms 1 to 4:
1 H 0.046
2 N 0.112
3 C -0.303
4 O 0.005

=====

[4]
C6H7N in the gas phase. Source: the Open Molecules 2025 dataset; level of theory: ωB97M-V/def2-TZVPD.

```
14
Properties=species:S:1:pos:R:3:forces:R:3
H 1.94812 2.03944 -0.11473 0.31 0.52 -1.25
N 1.68069 1.75798 0.79668 -0.13 0.00 1.13
C 0.72268 0.96155 0.75725 1.03 -0.42 -0.57
C -0.10103 0.06606 1.51203 1.24 -0.38 1.34
C -0.16984 0.04270 0.01500 1.09 -0.88 -0.85
C -1.44752 0.35532 -0.69815 0.04 -3.11 -0.95
C 0.59951 -1.11124 -0.61421 -1.29 1.24 0.56
C 1.07097 -2.05756 -1.18295 -0.04 -0.02 -0.33
H 0.29386 -0.71446 2.13857 0.28 -0.38 -0.20
H -0.74110 0.67865 2.04607 -2.20 0.75 0.78
H -2.15188 1.10512 -0.44441 -0.09 0.85 0.85
H -1.92955 -0.65404 -0.69415 -0.41 0.85 0.25
H -1.20670 0.40005 -1.73090 0.16 0.71 -1.15
H 1.43181 -2.86956 -1.78608 0.03 0.27 0.40
```
Positions in Å, forces in eV/Å.

Properties
Energy above the lowest of the compared OMol25 structures with the same formula, charge and spin, kcal per mole: 102.99
Net charge: 0
Kohn-Sham gap, Eh: 0.3685
SMILES: [H]/N=C1/C[C@]1(C)C#C

Atom charges from the Löwdin analysis, given in e for atoms 1 to 4:
1 H 0.042
2 N 0.176
3 C -0.327
4 C -0.037

=====

[5]
A molecular structure, C32H69AlO11P. Source: the Open Molecules 2025 dataset; level of theory: ωB97M-V/def2-TZVPD.

```
114
Properties=species:S:1:pos:R:3:forces:R:3
C 4.91573 -1.22492 1.24461 0.01 0.07 0.08
C 3.95809 -0.11775 0.88167 0.07 0.13 -0.08
O 3.96265 0.96247 1.40982 -0.16 -0.25 -0.01
O 3.12396 -0.41851 -0.15677 0.06 -0.22 0.30
C 1.72626 -0.63695 0.19314 0.10 0.24 0.06
C 1.40932 -2.12901 0.22608 -0.14 -0.08 -0.17
C 0.02463 -2.47912 -0.33706 0.02 0.09 0.21
C -0.05295 -3.93103 -0.80239 0.15 0.01 -0.04
C -1.41379 -4.33614 -1.38080 -0.10 0.24 0.02
C -2.62246 -3.82063 -0.58737 0.12 -0.41 0.03
C -2.64793 -4.28464 0.87193 -0.16 -0.16 0.04
C -3.73518 -3.61932 1.73695 0.17 0.26 0.18
Al -4.01209 -1.63922 1.42386 -0.11 -0.61 -0.61
C -5.30015 -1.42042 -0.14742 0.01 0.23 -0.06
O -6.26701 -0.32273 -0.12305 0.04 -0.13 0.03
C -5.75124 0.87457 0.24397 0.12 0.29 0.10
C -6.46507 1.63659 1.17111 0.12 0.03 -0.07
C -5.94313 2.83868 1.62942 0.08 -0.15 -0.11
C -4.71477 3.30503 1.16265 -0.12 -0.07 0.04
C -4.03011 2.56946 0.20165 -0.14 -0.18 0.09
C -4.53846 1.35737 -0.25839 -0.15 0.01 0.19
P -4.80937 -0.74358 3.52128 0.19 0.40 0.16
O -4.20450 0.56953 3.91549 -0.28 -0.37 0.05
O -6.42692 -0.73482 3.69584 -0.04 -0.05 -0.13
O -4.45618 -1.80950 4.73793 0.11 -0.03 -0.03
H 5.76178 -1.19647 0.55197 -0.12 -0.04 -0.05
H 4.43899 -2.20252 1.16653 0.01 0.09 -0.06
H 5.27782 -1.05702 2.25870 0.01 0.00 -0.09
H 1.53366 -0.13858 1.14683 -0.08 -0.01 -0.10
H 1.14386 -0.12388 -0.57147 0.03 -0.06 -0.02
H 2.17902 -2.63791 -0.36572 -0.04 0.07 0.02
H 1.47542 -2.51035 1.24952 0.14 -0.02 -0.04
H -0.73606 -2.28072 0.42289 0.02 0.05 -0.11
H -0.20752 -1.80976 -1.17399 0.01 -0.07 -0.03
H 0.23738 -4.59722 0.01895 -0.09 0.08 0.02
H 0.71270 -4.05809 -1.57871 -0.01 -0.15 0.05
H -1.47185 -3.93193 -2.39948 -0.07 -0.09 0.02
H -1.48585 -5.42542 -1.46353 0.09 0.02 -0.03
H -3.52613 -4.22441 -1.05949 -0.02 0.27 -0.07
H -2.65734 -2.72995 -0.65905 -0.08 -0.01 0.08
H -1.67284 -4.13715 1.35204 -0.03 0.13 -0.14
H -2.79761 -5.37531 0.83866 0.14 0.03 0.10
H -4.68147 -4.16696 1.65149 -0.02 0.06 -0.06
H -3.44583 -3.70284 2.79374 -0.07 -0.15 -0.05
H -2.60365 -0.92821 1.08327 0.03 0.10 0.22
H -5.92084 -2.30474 -0.31567 0.04 -0.01 0.10
H -4.68235 -1.31668 -1.05550 -0.10 -0.08 -0.02
H -7.38944 1.22676 1.56259 0.06 0.05 -0.01
H -6.47964 3.38340 2.40056 0.04 0.02 -0.09
H -4.26388 4.19498 1.58433 -0.10 0.02 -0.14
H -3.07015 2.91486 -0.16537 -0.03 0.04 0.04
H -3.99022 0.75699 -0.97343 0.03 0.08 0.04
H -6.63407 -0.26169 4.51353 -0.05 0.01 0.01
H -3.61105 -1.51654 5.10027 -0.02 -0.05 0.08
C -0.55300 -8.47802 -2.99290 -0.01 0.07 0.01
C -1.66156 -8.80854 -2.00515 0.06 -0.03 -0.07
C -2.14280 -10.24463 -2.14770 -0.06 0.02 0.02
O -2.74314 -7.89314 -2.13467 -0.04 -0.02 0.04
H -0.91746 -8.58876 -4.01860 0.01 -0.03 -0.01
H -0.22254 -7.44771 -2.86182 0.00 0.00 0.01
H 0.30460 -9.14029 -2.86362 0.00 -0.01 0.00
H -1.29467 -8.65102 -0.98923 0.00 0.01 0.02
H -2.55235 -10.40655 -3.14921 0.03 -0.01 -0.02
H -2.92890 -10.45671 -1.42326 0.01 0.01 0.01
H -1.32672 -10.95300 -1.99627 0.01 0.01 0.00
H -3.10911 -7.97943 -3.02156 0.00 0.02 -0.01
C 6.10812 0.78579 -3.83676 0.02 -0.07 -0.05
C 5.75065 0.49101 -2.38970 0.03 0.12 -0.05
C 6.22490 1.58860 -1.45174 0.04 -0.09 0.13
O 6.29418 -0.77086 -1.98608 0.00 -0.01 0.03
H 7.19240 0.86510 -3.95435 0.00 0.04 0.01
H 5.75582 -0.01228 -4.49112 -0.04 0.00 0.02
H 5.66348 1.72653 -4.16660 -0.02 0.00 0.02
H 4.67113 0.37249 -2.28792 0.00 -0.05 0.02
H 7.31516 1.67992 -1.49964 0.00 0.03 -0.06
H 5.95219 1.34754 -0.42446 -0.02 0.08 0.00
H 5.78880 2.55541 -1.70543 -0.02 -0.01 -0.02
H 7.25197 -0.70664 -2.07182 0.01 -0.02 -0.02
C -1.84059 7.58654 0.03951 0.04 -0.08 0.03
C -2.74018 6.98791 1.10804 0.01 0.04 0.29
C -2.71045 7.73441 2.43338 -0.12 0.04 -0.09
O -2.41383 5.62598 1.37041 0.15 -0.01 -0.40
H -0.79984 7.58250 0.37728 0.00 0.03 0.01
H -1.89922 7.00401 -0.88010 -0.01 0.00 0.01
H -2.12257 8.61784 -0.17996 -0.01 0.01 0.02
H -3.76865 6.95867 0.74257 -0.01 -0.03 -0.04
H -1.70029 7.70462 2.85528 0.01 0.03 -0.01
H -3.38409 7.20769 3.10726 0.05 0.13 0.14
H -3.01417 8.78004 2.34546 0.00 -0.02 -0.07
H -1.51789 5.60455 1.72407 -0.01 -0.08 0.05
C -4.49866 3.81770 6.22949 -0.06 0.09 0.02
C -4.14840 4.13900 4.78634 0.18 -0.20 -0.13
C -3.00402 3.28444 4.27277 0.11 0.08 0.11
O -3.85864 5.53759 4.62996 -0.16 0.12 0.15
H -3.63933 4.01537 6.87820 0.02 -0.03 0.00
H -5.33135 4.43388 6.57314 0.00 0.01 0.00
H -4.76992 2.76697 6.33605 0.03 -0.03 -0.05
H -5.02400 3.97614 4.15606 0.01 -0.02 0.01
H -2.10574 3.46461 4.87659 0.02 0.05 0.05
H -2.77895 3.53659 3.23814 0.01 0.05 -0.03
H -3.24968 2.22173 4.31159 0.00 0.20 0.00
H -3.07202 5.73445 5.14981 0.04 -0.08 -0.01
C 10.81039 2.81081 -6.18287 -0.03 -0.06 -0.02
C 9.91330 2.80351 -4.95534 0.07 0.06 0.01
C 10.53927 3.54725 -3.78635 -0.04 -0.05 0.04
O 9.57378 1.46889 -4.58338 0.00 -0.03 0.01
H 11.75822 2.31226 -5.95998 0.02 0.03 0.01
H 10.33494 2.27946 -7.00699 -0.01 0.01 0.01
H 11.03088 3.82942 -6.50475 0.00 0.01 0.01
H 8.95662 3.26580 -5.20498 -0.02 0.00 0.00
H 11.47927 3.06936 -3.49520 0.02 0.02 -0.02
H 9.87252 3.53446 -2.92439 -0.01 0.00 -0.01
H 10.75291 4.58476 -4.04651 0.00 0.00 -0.01
H 10.38697 1.00796 -4.34955 0.01 0.00 0.00
```
Positions in Å, forces in eV/Å.

Properties
Energy above the lowest of the compared OMol25 structures with the same formula, charge and spin, kcal per mole: 0.00
Net charge: -1
Kohn-Sham gap, Eh: 0.2441

Atom charges from the Löwdin analysis, given in e for atoms 1 to 4:
1 C 0.024
2 C -0.544
3 O 0.110
4 O -0.056

=====

[6]
2 unconnected molecules or ions with the total composition C3H4FN3O. Source: the Open Molecules 2025 dataset; level of theory: ωB97M-V/def2-TZVPD.

```
12
Properties=species:S:1:pos:R:3:forces:R:3
C -0.09562 0.95432 0.93979 -0.28 -0.17 -0.05
C 1.48580 -1.60032 -1.20469 -1.78 -1.20 0.38
C -2.29689 0.22404 1.14853 -0.86 0.19 -0.06
N 0.68955 1.76885 0.76630 0.73 0.83 -0.22
N 2.22469 -0.73763 -1.58088 0.11 0.67 0.21
N 2.62606 0.12167 -2.33898 1.18 0.50 -1.35
O -0.89299 -0.01389 1.13646 0.12 -0.92 0.25
F 1.65198 -2.57921 -0.35297 0.63 0.06 0.19
H -2.66063 0.43229 0.13941 0.13 -0.04 0.08
H -2.55479 1.05645 1.80628 0.14 -0.08 -0.01
H -2.74408 -0.69657 1.52088 0.07 0.14 -0.06
H 2.56692 1.07000 -1.98013 -0.20 0.01 0.65
```
Positions in Å, forces in eV/Å.

Properties
Energy above the lowest of the compared OMol25 structures with the same formula, charge and spin, kcal per mole: 121.95
Net charge: 0
Kohn-Sham gap (spin up / spin down), Eh: 0.3320 / 0.3321

Atom charges from the Löwdin analysis, given in e for atoms 1 to 4:
1 C -0.397
2 C -0.143
3 C -0.028
4 N 0.157

=====

[7]
C2H3N5O in the gas phase. Source: the Open Molecules 2025 dataset; level of theory: ωB97M-V/def2-TZVPD.

```
11
Properties=species:S:1:pos:R:3:forces:R:3
N -0.56225 -1.10974 2.26723 1.19 1.57 0.53
N -0.32974 0.21565 1.63535 0.59 -1.85 0.85
C -0.03497 0.30184 0.40382 0.36 0.82 -0.43
N -0.18422 -0.84724 -0.41702 0.15 1.66 -5.35
N -0.17291 -0.68598 -1.74147 1.18 1.78 4.18
C 0.25839 0.75689 -2.22973 -0.54 -2.43 -1.74
N 0.50666 1.79235 -1.58565 -0.03 -0.32 2.94
O 0.42406 1.60129 -0.09137 -1.01 -2.02 -0.79
H -0.07315 -1.94402 1.81973 -0.63 1.84 0.61
H -0.26563 -0.95699 3.30478 -0.63 -0.46 -2.79
H 0.43374 0.87592 -3.36567 -0.64 -0.59 1.98
```
Positions in Å, forces in eV/Å.

Properties
Energy above the lowest of the compared OMol25 structures with the same formula, charge and spin, kcal per mole: 150.56
Net charge: 0
Kohn-Sham gap, Eh: 0.2818
SMILES: N/N=c1\nncno1

Atom charges from the Löwdin analysis, given in e for atoms 1 to 4:
1 N -0.022
2 N 0.048
3 C -0.399
4 N 0.083

=====

[8]
A molecular structure, C3H11NOS2. Source: the Open Molecules 2025 dataset; level of theory: ωB97M-V/def2-TZVPD.

```
18
Properties=species:S:1:pos:R:3:forces:R:3
N -1.89494 -1.22153 -1.13965 -0.62 0.78 1.94
C -0.64621 -1.00868 -0.28620 -0.09 -0.56 -0.81
C -0.54340 0.28965 0.51587 -0.85 -1.66 -1.16
S 1.24340 1.68123 0.22658 2.02 -0.98 -0.13
S 2.58256 0.47554 -0.76996 -0.71 1.00 -0.60
C 3.38034 -0.30956 0.58120 1.26 0.87 0.86
H -2.75077 -1.22177 -0.48678 1.75 0.08 -1.29
H -2.06064 -0.42045 -1.75877 0.18 -0.26 0.32
H -0.59924 -1.92648 0.33244 0.13 0.61 -0.08
H 0.21970 -1.05571 -0.97382 -0.23 -0.13 0.13
H -0.06000 1.05737 -0.21627 -2.38 0.79 -0.19
H -0.37967 0.05676 1.53930 0.15 0.80 0.92
H 2.71087 -0.86340 1.20313 -0.50 -0.53 0.23
H 4.14832 -0.95006 0.14443 0.01 -0.03 0.21
H 3.84252 0.49234 1.20448 -0.08 -0.81 -0.40
H -3.50141 2.29888 -0.12071 -0.10 1.46 -0.03
H -2.35194 1.24652 0.07344 -1.34 0.33 -0.09
O -3.33950 1.37935 -0.06872 1.42 -1.76 0.17
```
Positions in Å, forces in eV/Å.

Properties
Energy above the lowest of the compared OMol25 structures with the same formula, charge and spin, kcal per mole: 95.08
Net charge: 0
Kohn-Sham gap, Eh: 0.2858

Atom charges from the Löwdin analysis, given in e for atoms 1 to 4:
1 N -0.026
2 C -0.339
3 C -0.225
4 S 0.480